(1)
C15H32EuNO3P2 as an isolated structure in a non-equilibrium geometry. Source: OMol25; level of theory: ωB97M-V/def2-TZVPD.

Geometry as ORCA input:
```
! wB97M-V def2-TZVPD RIJCOSX def2/J DEFGRID3
* xyz 1 8
H -1.484 -1.123 3.115
C -2.895 1.966 -2.379
H -5.070 1.006 -0.854
H -4.285 1.710 0.585
H -1.966 1.229 3.876
C 2.275 -2.806 0.837
H -2.304 -2.387 -3.730
O -1.147 4.509 -1.393
C -2.532 -0.688 -1.813
H -0.465 4.620 -0.728
H 3.217 -1.528 -2.047
H -2.863 3.016 -2.081
H 1.604 0.253 5.122
H 3.052 1.831 -3.525
C -1.308 -2.122 -3.380
H 4.319 -0.374 1.459
H 1.984 -2.731 -3.842
H 0.746 1.412 2.050
H 4.417 0.148 -0.253
C -1.200 -1.178 -2.358
H -0.596 2.379 4.246
H -0.682 -1.361 4.642
H -2.096 1.814 -3.113
C 0.022 0.375 3.602
C 1.475 0.517 4.062
H -4.397 -0.058 0.423
H 2.120 -0.136 3.452
O -0.006 0.801 2.192
P 2.323 -1.068 0.211
H 1.795 1.564 3.951
C 2.276 -1.608 -1.485
C -0.503 -1.050 3.608
C -0.947 1.332 4.291
Eu 0.264 1.176 -0.008
C -4.243 0.879 -0.136
H 1.478 -3.317 0.272
H 2.977 2.354 -2.063
H 2.075 -2.853 1.917
H -3.857 1.724 -2.848
C -0.174 -2.678 -3.955
H -0.268 -3.387 -4.771
H -1.306 5.389 -1.788
H -1.019 1.074 5.357
P -2.568 0.928 -0.909
C 1.099 -1.523 -2.264
N -0.022 -0.810 -1.824
O 3.469 2.441 -2.917
C 1.054 -2.319 -3.448
H -2.927 -1.462 -1.130
H 3.259 -3.243 0.602
C 4.127 -0.678 0.417
H 4.716 -1.581 0.196
H -3.242 -0.605 -2.655
H 0.229 -1.772 3.210
*
```

HOMO energy (spin up / spin down) (eV): -8.52 / -8.53
Frontier orbital gap (spin up / spin down) (hartree): 0.16265 / 0.16422
ΔE to the lowest compared entry with this formula, charge and spin (kcal per mole): 85.4
Molecular weight (g/mol): 488.34
<S²>: 15.76

(2)
An isolated ion of composition C8H13N4 and charge +1 in a non-equilibrium geometry. Source: OMol25; level of theory: ωB97M-V/def2-TZVPD.

Geometry as ORCA input:
```
! wB97M-V def2-TZVPD RIJCOSX def2/J DEFGRID3
* xyz 1 1
H 1.585 -2.584 -1.082
H 3.398 1.264 -0.191
N 0.898 -1.037 0.022
H 3.346 -0.381 -0.923
C 1.255 -2.393 0.000
C 3.050 0.245 -0.116
C -4.084 -0.088 0.196
N -1.760 -1.175 0.080
H 1.456 2.982 1.021
H 0.222 3.306 -0.292
H 3.465 -0.222 0.729
H -4.289 0.186 1.157
H 1.981 -2.470 0.758
H -2.005 -2.069 -0.304
N -1.911 1.070 -0.012
C -0.531 0.700 -0.071
C 0.770 1.268 -0.043
N -0.463 -0.694 0.008
C -2.591 -0.024 0.056
H 0.336 -3.091 0.262
C 1.549 0.132 -0.049
H -4.435 0.600 -0.532
C 1.173 2.759 0.013
H -4.375 -1.168 -0.018
H 1.959 2.886 -0.669
*
```

HOMO energy (eV): -12.89
Frontier orbital gap (hartree): 0.37012
ΔE to the lowest compared entry with this formula, charge and spin (kcal per mole): 66.5
Molecular weight (g/mol): 165.22

(3)
C8H14BaBrClN2O4PS as an isolated structure in a non-equilibrium geometry. Source: OMol25; level of theory: ωB97M-V/def2-TZVPD.

Geometry as ORCA input:
```
! wB97M-V def2-TZVPD RIJCOSX def2/J DEFGRID3
* xyz 1 1
H 0.615 2.526 1.408
O 3.090 -4.445 0.697
H -0.648 -1.413 -0.859
H -2.252 1.947 -2.970
C 0.624 -3.269 1.415
H -0.013 0.284 1.841
H -0.655 5.071 0.172
C -0.772 0.914 -0.838
C 0.244 -0.613 1.148
Cl 3.448 -1.938 2.359
C 0.039 4.171 -0.019
C 0.635 1.228 -1.548
H 0.972 4.361 -0.687
Ba 4.005 0.481 -1.166
H -1.196 -2.087 2.019
P -2.034 0.700 -2.282
O 0.582 1.782 -2.828
H -1.835 -0.662 0.330
H -4.168 0.645 -1.971
C -0.112 2.854 0.568
N -1.197 1.894 0.207
N -3.387 0.004 -1.743
H -1.414 -0.190 -3.218
H 1.355 -0.516 0.891
H 0.233 -1.758 3.134
O 1.826 0.964 -1.055
Br -2.662 2.952 -0.266
H 0.066 -3.694 0.487
O 2.477 -2.354 -0.387
C -0.043 -1.940 2.021
C -0.761 -0.548 -0.105
H 0.559 -4.115 2.212
S 2.416 -3.100 0.955
*
```

HOMO energy (eV): -10.16
Frontier orbital gap (hartree): 0.20077
Molecular weight (g/mol): 517.94

(4)
One molecule with the formula C6H15N3O2 in a non-equilibrium geometry. Source: OMol25; level of theory: ωB97M-V/def2-TZVPD.

Geometry as ORCA input:
```
! wB97M-V def2-TZVPD RIJCOSX def2/J DEFGRID3
* xyz 0 1
N -0.917 -1.783 0.853
H -2.184 1.460 -0.196
H -1.507 -3.123 2.632
C 0.303 -0.912 -1.130
C 1.789 -0.551 -0.802
H 0.109 -1.944 -1.400
N -0.597 -0.460 -0.177
C 0.327 0.589 1.968
C -0.444 0.773 0.621
H 0.697 -0.900 -3.352
O -0.456 -2.843 0.473
H 2.045 0.601 -0.795
H -0.003 1.535 0.052
C 0.092 -0.402 -2.631
H 2.309 -1.132 -1.556
C -1.817 1.365 0.766
H -2.374 0.657 1.309
H 0.389 0.616 -2.537
O -2.172 -2.427 2.656
H 0.430 1.693 2.448
H -0.231 0.077 2.639
H -0.940 -0.505 -2.765
H -1.794 2.133 1.515
H 1.392 0.416 1.917
N -1.671 -1.492 1.823
H 2.024 -1.069 0.208
*
```

HOMO energy (eV): -8.97
Frontier orbital gap (hartree): 0.36254
ΔE to the lowest compared entry with this formula, charge and spin (kcal per mole): 166.5
Molecular weight (g/mol): 161.21